73
Properties=species:S:1:pos:R:3:forces:R:3 method="wB97M-V/def2-TZVPD" homo_energy_ev="-13.44 / -14.76" total_charge=+2 multiplicity=4 max_force_ha_per_bohr=0.1101 s_squared=3.7801
P 0.626270 -2.247900 -1.943388 -1.323 -0.801 -3.252
P 0.469932 1.168402 -3.072643 -1.500 3.364 -1.546
C 0.111671 -1.571291 -3.802977 0.394 0.276 0.852
C 0.831289 -0.279834 -4.191711 -0.217 -0.778 0.383
H -0.980787 -1.392317 -3.850504 0.502 -0.310 0.359
H 0.353784 -2.349022 -4.566322 -0.071 0.220 0.920
H 1.915603 -0.439021 -4.246344 -0.085 0.159 0.383
H 0.556793 0.034591 -5.212018 -0.175 0.112 0.443
C -0.420932 2.223392 -4.277191 0.299 0.241 -0.370
H -0.916049 3.055621 -3.757477 0.186 -0.242 -0.356
H -1.188809 1.646329 -4.820126 0.389 0.210 0.157
H 0.326486 2.619682 -4.975855 -0.407 -0.029 -0.181
C 2.115028 1.901154 -2.889795 0.131 0.091 0.173
H 2.379384 2.329315 -3.876112 0.113 -0.173 0.606
H 2.844599 1.125454 -2.602656 -0.168 0.399 -0.135
H 2.070495 2.678388 -2.111817 0.316 -0.180 -0.429
C -0.765807 -3.483594 -2.024866 0.889 -0.027 0.177
H -0.587562 -4.077272 -1.139770 -0.618 -0.638 0.104
H -0.715215 -4.108341 -2.934676 0.166 0.281 0.458
H -1.736710 -2.985107 -1.976383 0.332 -0.074 0.065
C 2.092087 -3.155991 -2.438789 0.382 -0.394 -0.246
H 2.851886 -2.497413 -2.877030 -0.181 -0.036 0.010
H 1.855871 -3.957024 -3.146765 0.359 -0.080 0.243
H 2.504238 -3.547085 -1.502980 0.324 -0.560 -0.205
Tc 2.244289 -1.636516 0.392653 0.447 0.751 2.172
C -0.517641 2.375537 -1.472373 2.667 -2.862 0.924
C -1.899557 2.506461 -1.410889 -1.397 0.246 -0.473
C -2.933072 1.668390 -1.989948 -0.896 0.082 -0.604
C -3.498070 0.428496 -1.271787 0.780 0.494 -1.559
C -2.447825 -0.626443 -1.029165 -5.578 0.954 0.122
C -1.201806 -0.643831 -0.732649 2.954 -4.125 2.144
C 0.071375 0.101517 -0.696083 2.762 0.387 1.794
C -0.066240 1.538527 -0.212117 -0.405 -0.131 0.167
C 1.148708 -3.235737 0.951346 -0.480 -0.473 0.648
H 0.039291 3.279423 -1.694609 0.231 0.186 0.187
H -2.212255 3.294466 -0.768151 -0.267 0.881 0.320
H -2.575969 1.304505 -2.968093 -0.214 0.196 0.100
H -3.752839 2.388473 -2.127078 -0.137 -0.495 -0.417
H -4.049071 0.704022 -0.358770 0.325 -0.389 -0.150
H -4.201782 0.000611 -2.007337 -0.095 0.154 0.580
H -3.043982 -1.546350 -0.825765 0.829 0.385 0.040
H -1.233086 -1.647610 -0.119872 1.675 1.667 -1.287
H 0.839753 0.009878 -1.572404 -1.634 0.291 1.053
H 0.877775 -0.573023 -0.016267 -2.930 2.063 -0.833
H -0.927329 1.445927 0.520532 1.134 0.650 -0.739
H 0.808333 1.976280 0.311145 -0.285 -0.417 -0.438
H 1.714998 -3.800956 1.719916 -0.090 0.190 -0.425
H 0.870149 -3.899633 0.111108 0.203 0.221 0.616
H 0.237244 -2.804035 1.430323 0.458 -0.311 -0.407
C -1.484063 -0.775419 5.056398 0.043 -0.023 0.026
C -0.955756 0.589232 4.643275 0.164 0.158 0.136
C 0.430737 0.615813 3.932247 -0.674 -0.196 0.464
C 0.787558 2.115873 3.729063 0.677 0.119 0.241
C -0.329499 3.007394 3.169044 -0.120 0.182 -0.051
C 1.498570 -0.021370 4.830836 0.197 0.104 1.955
O 1.422030 -0.134665 6.043184 0.186 0.293 -2.322
N 2.694669 -0.445524 4.177218 0.174 -0.019 -1.804
C 2.798612 -0.648392 2.809793 -1.341 -0.325 1.566
O 3.726092 -1.197924 2.174884 -0.142 -0.151 -0.424
N 1.683122 -0.421006 2.081389 0.688 -0.856 -2.077
C 0.455619 -0.137582 2.622837 -2.359 -0.572 -0.705
O -0.565556 -0.507811 2.033520 1.350 0.759 0.813
H -1.731550 -1.385694 4.171805 0.146 0.115 0.455
H -2.403781 -0.617953 5.641798 0.356 -0.246 -0.180
H -0.732553 -1.264010 5.694717 -0.492 -0.118 -0.212
H -1.710732 1.100906 4.026560 0.470 -0.203 0.072
H -0.812953 1.211507 5.545498 -0.102 -0.243 -0.322
H 1.042036 2.478276 4.742082 0.102 -0.041 -0.513
H 1.691947 2.191186 3.104250 -0.167 0.038 0.230
H -0.912038 3.454894 3.991651 0.129 -0.255 -0.458
H 0.124725 3.833891 2.604361 -0.168 -0.179 0.180
H -1.024598 2.476584 2.497543 0.286 0.165 0.254
H 3.422450 -0.817672 4.750558 0.503 -0.133 0.526

87
Properties=species:S:1:pos:R:3:forces:R:3 method="wB97M-V/def2-TZVPD" homo_energy_ev=-6.62 max_force_ha_per_bohr=0.0851
Ag 14.893890 3.436520 -2.646640 -0.966 -0.646 0.596
I 13.139170 2.123710 -0.612720 0.377 0.240 -0.513
C 12.767890 8.851810 -2.499850 0.100 0.273 -1.036
C 13.535600 8.128280 -1.424480 -0.328 -0.867 0.047
C 12.691200 6.826100 -1.145830 2.064 0.468 -0.707
S 12.518830 6.126050 -2.848670 -1.410 2.624 1.411
O 11.251300 5.449120 -2.980160 0.740 -0.251 -0.330
O 13.789060 5.555010 -3.240290 -0.226 -0.075 -0.257
C 12.414750 7.828330 -3.614240 -0.623 -0.560 -0.226
H 13.361660 9.676630 -2.893820 0.004 0.020 -0.179
H 11.862640 9.309630 -2.101080 -0.150 -0.208 -0.024
H 13.763540 8.742670 -0.553460 -0.495 -0.171 0.193
H 14.521540 7.907780 -1.833630 0.027 -0.540 0.027
H 11.744220 7.097400 -0.679230 -0.050 -0.446 -0.234
H 13.304940 6.110910 -0.598180 -0.451 -0.154 0.262
H 11.414760 7.982830 -4.019500 -0.321 -0.280 0.537
H 12.962330 7.772610 -4.555070 0.883 0.283 0.397
C 15.783840 6.513230 -7.027620 0.584 -0.398 1.151
C 16.360830 5.250110 -7.755200 -0.494 -0.652 -0.388
C 17.060080 4.265660 -6.816440 0.535 0.907 1.454
S 17.319860 5.193640 -5.200700 -2.368 -0.375 0.127
O 18.731210 5.136550 -4.867960 -0.289 0.092 0.149
O 16.304180 4.787110 -4.185970 2.239 0.897 -2.067
C 16.837170 6.851940 -5.906020 0.758 -0.318 -0.954
H 14.832500 6.345420 -6.522740 -0.028 -0.697 0.021
H 15.512840 7.322980 -7.705080 0.752 0.120 -0.069
H 17.070110 5.433330 -8.562330 0.031 0.871 0.180
H 15.615970 4.644100 -8.270980 -0.540 0.435 0.116
H 18.082180 4.054730 -7.130940 -0.092 -0.089 0.003
H 16.529950 3.333450 -6.621410 -0.059 0.217 0.195
H 17.751450 7.248940 -6.347140 0.321 -0.509 -0.477
H 16.713880 7.630580 -5.153270 -1.078 -0.542 0.368
C 17.144710 -1.678410 -3.981590 -1.881 -1.090 -0.862
C 16.030000 -2.236460 -2.984920 1.534 1.852 0.437
C 15.374150 -0.999050 -2.468470 -0.851 2.195 -1.122
S 14.906070 -0.162910 -4.063820 -1.034 -0.641 -0.425
O 14.932940 1.304180 -3.989160 -0.331 -1.657 -0.561
O 13.715470 -0.900060 -4.589500 2.177 1.623 0.726
C 16.406200 -0.723440 -5.008230 0.811 -0.308 1.383
H 17.570750 -2.563820 -4.453440 0.132 0.219 -0.374
H 17.967100 -1.142220 -3.508010 -0.367 -0.004 0.389
H 16.570400 -2.583720 -2.104310 -0.342 -1.222 -0.273
H 15.229270 -2.806670 -3.455870 0.681 -0.754 0.071
H 16.053270 -0.278810 -2.012250 0.115 -0.096 0.184
H 14.459620 -1.037290 -1.876630 0.013 -0.248 -0.106
H 17.087510 0.115170 -5.151880 -0.526 0.286 -0.138
H 16.147590 -1.160130 -5.972860 -0.282 -0.126 0.313
C 19.188810 5.941960 -0.143820 -0.417 0.488 1.383
C 18.771420 6.426800 -1.516950 -0.529 -0.420 -1.235
C 17.319940 7.048560 -1.461800 1.210 -1.131 1.520
S 16.475650 5.909690 -0.242870 -0.179 0.525 -0.949
O 15.943860 4.805210 -1.012510 0.088 0.569 0.545
O 15.581370 6.699960 0.604590 1.235 -0.936 -0.517
C 17.983850 5.235380 0.563570 0.082 0.948 0.137
H 19.500420 6.811280 0.435210 -0.347 0.184 0.313
H 20.098360 5.342460 -0.106100 -0.253 -0.403 -0.489
H 18.838270 5.563170 -2.178600 -0.688 -0.063 -0.205
H 19.511880 7.090490 -1.963430 -0.131 0.433 0.297
H 16.715140 7.078830 -2.368110 0.205 -0.280 0.036
H 17.357680 8.022020 -0.972870 -0.086 0.060 -0.080
H 17.976820 4.147430 0.497200 -0.202 0.142 -0.484
H 17.869840 5.480060 1.619620 0.249 0.170 -0.016
C 12.472690 2.525370 -5.236230 0.227 1.438 0.881
C 13.441210 3.495310 -5.933880 -0.433 -0.129 -0.559
C 12.915210 3.559490 -7.336560 -1.684 0.411 -1.076
S 11.084150 3.986220 -7.057690 0.657 -2.627 -1.360
O 10.305770 3.177590 -8.054970 1.101 2.282 1.725
O 10.948750 5.431680 -6.856430 -0.135 -1.267 -0.414
C 11.055060 3.129140 -5.445410 -0.050 -0.670 -0.541
H 12.735670 2.482810 -4.179290 -0.321 -0.026 0.139
H 12.528370 1.496520 -5.591850 -0.021 0.157 -0.299
H 14.492650 3.208820 -5.911460 -0.100 0.009 0.356
H 13.258030 4.487630 -5.521740 0.601 0.044 0.443
H 12.901250 2.593630 -7.841560 -0.093 -0.116 0.109
H 13.263840 4.283960 -8.072560 0.259 0.300 0.359
H 10.429640 2.237420 -5.487630 -0.673 0.577 -0.271
H 10.642230 3.904870 -4.800480 0.542 -0.341 0.617
C 20.359270 2.942350 -3.218890 0.378 1.161 0.608
C 20.040530 1.807120 -4.186140 -0.579 0.610 1.765
O 18.698920 1.502340 -3.796690 0.242 -1.364 -2.673
C 18.196460 2.268590 -2.862550 -2.554 0.836 2.146
O 17.017010 2.224000 -2.494990 4.317 0.133 -0.696
O 19.205050 3.026760 -2.359870 -0.592 0.571 -0.236
F 20.773250 0.712380 -3.925480 0.393 -0.495 -0.356
H 20.586620 3.870650 -3.742980 -1.025 0.224 -0.276
H 21.221830 2.937670 -2.552500 0.089 -1.303 -0.077
H 20.094190 2.103730 -5.233640 -0.077 -0.401 0.016

80
Properties=species:S:1:pos:R:3:forces:R:3 method="wB97M-V/def2-TZVPD" homo_energy_ev="-7.37 / -7.96" multiplicity=2 max_force_ha_per_bohr=0.0124 s_squared=0.7642
Hg -0.664022 0.998240 1.051739 -0.263 0.057 -0.004
C 2.254542 0.730822 -3.574701 -0.108 -0.047 -0.072
As 0.943919 0.813950 -2.100615 0.103 0.086 -0.047
C 1.155910 2.750460 -1.823679 -0.024 0.039 0.024
C -0.733054 1.020792 -3.145834 -0.005 -0.069 -0.073
C -1.549602 -0.206676 -3.597091 0.021 0.032 0.015
C -2.621355 0.300276 -4.575857 0.068 -0.023 0.047
C -2.306290 -0.863223 -2.430170 -0.014 -0.043 -0.037
As -1.340771 -1.766448 -0.961063 -0.071 -0.128 0.134
C -0.908761 -3.508373 -1.788523 -0.011 0.066 -0.073
C -3.005772 -2.383612 -0.108801 -0.034 -0.012 -0.050
C -0.680771 -1.261530 -4.295520 -0.037 0.072 0.066
As 0.074566 -0.785998 -6.066001 0.050 -0.095 0.037
C 1.240572 -2.371142 -6.155619 -0.017 -0.016 -0.018
C -1.336031 -1.561925 -7.198565 -0.032 -0.022 -0.010
H 2.373895 -0.290512 -3.933921 -0.013 -0.033 -0.008
H 3.224564 1.075285 -3.215301 -0.039 0.006 0.090
H 1.939900 1.361141 -4.406299 0.007 0.018 -0.017
H 1.106598 3.287773 -2.772288 -0.017 -0.038 -0.017
H 2.119085 2.952627 -1.355098 0.008 -0.050 0.000
H 0.372441 3.121623 -1.162906 -0.013 -0.039 0.002
H -0.465792 1.611732 -4.027358 0.013 0.030 0.024
H -1.374184 1.649440 -2.518991 0.000 0.019 -0.017
H -3.287066 1.009832 -4.081052 -0.003 0.015 -0.015
H -3.223459 -0.529094 -4.955150 -0.007 0.014 0.000
H -2.153298 0.805781 -5.424152 -0.061 0.034 -0.014
H -3.003015 -1.603925 -2.838171 0.013 -0.006 0.009
H -2.916553 -0.105298 -1.925857 0.030 0.025 0.000
H -1.631915 -3.771397 -2.561665 -0.017 -0.007 0.021
H -0.931583 -4.274761 -1.012755 -0.007 0.037 0.035
H 0.089525 -3.492868 -2.224432 -0.015 0.016 -0.020
H -3.607871 -2.956624 -0.816303 0.002 0.015 -0.006
H -3.585151 -1.526096 0.234742 0.037 0.012 0.019
H -2.788190 -3.012376 0.754517 0.060 0.018 -0.003
H -1.266869 -2.173947 -4.444436 0.041 -0.024 0.021
H 0.159268 -1.517825 -3.641718 0.052 -0.060 -0.084
H 2.077240 -2.283198 -5.463131 -0.014 0.072 0.019
H 1.643456 -2.473046 -7.162965 -0.014 0.024 -0.004
H 0.674628 -3.271512 -5.910392 -0.009 0.010 0.004
H -2.187901 -0.889968 -7.288874 0.032 0.024 0.038
H -1.677135 -2.518510 -6.798735 0.017 0.013 0.024
H -0.930375 -1.727959 -8.196909 0.033 0.021 0.011
Te -3.989071 1.701982 0.866788 0.264 0.007 0.015
C -3.646282 3.424898 1.962007 -0.035 -0.147 0.115
C -3.275236 4.656622 1.490282 0.014 0.003 -0.096
C -3.115277 5.618853 2.514155 0.020 0.124 0.088
C -3.365196 5.108446 3.753710 -0.072 -0.199 0.098
S -3.792715 3.453504 3.681853 0.060 0.135 -0.219
H -3.118686 4.857785 0.440058 -0.017 -0.023 0.004
H -2.830492 6.647487 2.344830 0.002 -0.016 -0.021
H -3.328642 5.615269 4.705212 0.026 0.040 -0.037
C 6.692224 -7.247033 -0.476389 -0.040 -0.025 0.091
C 6.030510 -5.878922 -0.541341 -0.188 0.043 0.413
S 5.141702 -5.598776 1.000640 -0.129 0.273 -0.342
O 3.895901 -6.326281 0.957740 -0.021 -0.011 -0.103
O 6.032706 -5.823391 2.106081 0.186 0.091 0.065
C 4.719780 -3.841888 0.959612 0.131 -0.486 0.077
C 3.996735 -3.537848 2.269884 0.115 -0.132 -0.077
N 3.298542 -2.264083 2.222327 0.245 0.040 0.048
C 1.982276 -2.103013 1.949672 0.042 0.169 -0.051
N 1.634586 -0.826625 1.961484 -0.262 -0.119 0.036
C 2.745869 -0.125104 2.261200 0.392 -0.070 0.040
C 3.799868 -0.989837 2.427668 -0.588 0.189 -0.160
N 5.151089 -0.661508 2.690739 0.312 0.085 0.093
O 5.992777 -1.551523 2.631912 -0.119 0.041 -0.004
O 5.394404 0.502241 2.951062 -0.040 -0.141 -0.050
C 1.060799 -3.231469 1.662911 0.055 -0.066 0.002
H 7.235113 -7.451171 -1.397200 -0.018 0.027 -0.026
H 5.941207 -8.023553 -0.332338 0.033 -0.023 -0.038
H 7.388180 -7.284934 0.360032 0.020 -0.027 -0.035
H 5.281381 -5.811303 -1.329264 0.036 0.057 -0.042
H 6.755311 -5.069219 -0.630971 0.005 -0.009 -0.040
H 4.072842 -3.697049 0.093770 0.001 0.042 0.000
H 5.638708 -3.265835 0.870359 -0.019 0.032 -0.029
H 4.716650 -3.529006 3.081666 -0.060 -0.011 0.045
H 3.259263 -4.316531 2.458056 -0.040 0.070 0.056
H 2.760804 0.950088 2.328624 0.021 -0.015 0.025
H 1.018418 -3.933701 2.497216 -0.033 -0.001 -0.011
H 1.380116 -3.782716 0.775581 -0.038 -0.027 0.014
H 0.070373 -2.822116 1.485047 -0.001 0.018 0.007